Density functional theory data (ωB97M-V/def2-TZVPD) for a single C4H4S2 molecule.

Its total charge is 0. As for the HOMO-LUMO gap: 7.588 eV. The value obtained for the relative energy (zero: lowest compared OMol25 entry of this formula, charge and spin) is 2.873 eV. The largest force on an atom comes out at 4.8 eV/Å. As for the LUMO energy: -0.7 eV.

CARTESIAN COORDINATES (ANGSTROEM)
1 C -0.004 -1.709 -0.291
2 C 1.243 0.431 0.107
3 C -0.953 -0.548 -0.347
4 C -0.235 0.669 0.278
5 S 1.610 -1.295 0.002
6 S 2.386 1.541 -0.007
7 H -1.444 -0.384 -1.210
8 H -1.722 -0.842 0.340
9 H -0.436 0.516 1.329
10 H -0.445 1.620 -0.202